C3HFLiO2 | ωB97M-V/def2-TZVPD

The geometry in XYZ format:
```
8
Properties=species:S:1:pos:R:3:mulliken_spin:R:1
C 0.7966 1.2329 0.9426 0.846
C 0.6562 0.8551 -0.3391 0.044
H 0.4004 1.3954 -1.2551 0.046
F 1.5281 -0.2686 -0.6993 0.037
O -2.3426 0.0848 -0.1514 -0.004
C -1.3854 -0.5745 -0.0103 -0.019
Li 1.1447 -1.2650 0.9804 0.048
O -0.7981 -1.4600 0.5321 0.003
```

For the HOMO energy (alpha / beta), the calculation gives -0.2908 / -0.3367 hartree. As for the spin multiplicity: 2. For the LUMO energy (alpha / beta), the calculation gives -0.51 / -0.70 eV. The value obtained for the orbital gap (alpha / beta) is 7.41 / 8.47 eV. Its total energy is -10141.2576 eV. Its net charge is 0.